{"formula": "C6H8CaLiO6", "method": "the ωB97M-V functional and the def2-TZVPD basis", "total_charge": -1, "largest_force_ha_per_bohr": 0.090, "spin_multiplicity": 1, "e_above_lowest_kcal_mol": 99.9, "e_lumo_ev": 2.4, "species": ["O", "O", "C", "H", "H", "C", "H", "C", "Li", "H", "O", "H", "H", "C", "H", "H", "C", "Ca", "O", "C", "O", "O"], "positions_angstrom": [[2.702, -0.153, -1.064], [-0.630, 1.031, -0.564], [2.552, -0.898, 0.144], [3.387, -1.613, 0.165], [-2.161, 2.395, -0.500], [1.260, -1.688, 0.339], [-2.050, 1.414, -2.007], [-1.948, 1.399, -0.914], [-1.174, -0.004, 2.339], [2.712, -0.252, 1.015], [2.198, 1.736, -0.012], [-3.553, 0.792, 0.433], [1.735, -2.476, 0.963], [2.608, 1.221, -1.082], [-3.359, -0.276, -1.021], [0.503, -2.487, 0.336], [-0.628, -0.344, -0.098], [0.634, 1.945, 1.281], [0.220, -0.391, 1.012], [-2.842, 0.333, -0.266], [-0.214, -1.205, -0.977], [-1.953, -0.481, 0.478]], "forces_ev_per_a": [[0.1, -0.1, 0.5], [-0.2, 0.7, 0.5], [-0.1, -0.4, -2.1], [-0.2, 0.0, -0.2], [0.1, -0.2, -0.2], [1.0, -0.1, 4.3], [0.0, 0.0, 0.2], [-0.1, 0.2, -0.3], [-0.3, -0.4, 0.0], [-0.5, -0.3, 0.0], [1.2, -0.4, -0.2], [0.0, -0.2, -0.2], [1.0, 1.1, 3.1], [0.2, 0.3, -1.1], [0.0, 0.2, 0.2], [-0.3, 0.8, -2.8], [1.4, -2.7, -3.1], [-0.8, 0.7, 0.9], [1.9, -2.1, 0.9], [-0.3, -0.1, 0.0], [-3.7, 2.6, -0.8], [-0.3, 0.2, 0.3]], "lowdin_charge": [-0.137, -0.192, -0.207, 0.121, 0.101, 0.013, 0.126, -0.177, 0.197, 0.114, -0.439, 0.112, 0.084, -0.292, 0.123, 0.134, -0.862, 0.907, -0.341, -0.173, -0.077, -0.132]}